{"formula": "C6H9NO", "method": "ωB97M-V/def2-TZVPD", "symbols": ["C", "C", "C", "C", "C", "C", "H", "H", "H", "H", "H", "H", "H", "H", "H", "N", "O"], "xyz": [[0.43527, 1.70222, 0.00166], [1.09474, -0.53002, -0.11549], [0.22375, -0.58472, -1.27802], [-1.13814, -1.23733, 0.37451], [-0.06810, -0.42352, 1.06504], [-0.62277, 0.71834, 0.37785], [0.28254, 2.24092, -0.91564], [0.78533, 2.40354, 0.85576], [1.81911, -1.16103, 0.12783], [0.31553, 0.24689, -2.11031], [0.59285, -1.53607, -1.88725], [-2.06984, -1.20947, 1.07840], [-0.97095, -2.27667, 0.36861], [0.08322, -0.17955, 2.16205], [-1.30279, 1.35722, 0.88349], [-1.08863, -0.34709, -0.85105], [1.62889, 0.81632, -0.13744]], "homo_lumo_gap_ev": 9.870, "spin_multiplicity": 1, "total_energy_ev": -9900.7363, "charge": 0}